Record 1
ORCA calculation (wB97M-V/def2-TZVPD) on a 9-piece molecular cluster, C7H30NO8 overall at a distorted geometry.

multiplicity = 1
highest occupied orbital energy = -11.4 eV
charge = +1
LUMO = -2.40 eV
strongest force on any atom = 2.61 eV Å⁻¹
Kohn-Sham gap = 0.3312 Ha

XYZ file:
```
46
Properties=species:S:1:pos:R:3:forces:R:3:lowdin_charge:R:1
C 1.453 -2.493 -0.851 0.526 -0.401 -0.228 -0.162
C 0.632 -2.203 0.381 -0.136 0.092 0.202 -0.147
C 0.432 -0.733 0.661 -0.866 -0.274 -0.293 -0.116
C -0.117 -0.270 1.777 -1.477 -0.003 -1.021 -0.139
C -0.415 1.146 2.052 -2.190 -0.433 -0.853 -0.147
C -0.935 1.968 1.138 -0.966 -0.960 0.731 -0.144
C -1.330 3.380 1.430 -1.119 0.103 -0.263 -0.082
N 0.751 -2.045 -2.097 -0.611 -0.585 0.586 0.163
H 1.675 -3.561 -0.930 -0.356 0.079 -0.139 0.133
H 2.419 -1.989 -0.822 -0.322 -0.034 0.041 0.104
H 1.117 -2.693 1.227 0.144 0.090 0.040 0.135
H -0.343 -2.690 0.317 -0.150 -0.065 -0.189 0.117
H 0.748 -0.038 -0.120 -0.400 -0.230 0.504 0.083
H -0.470 -0.946 2.545 0.131 -0.454 0.181 0.137
H -0.240 1.490 3.066 -0.343 0.195 -0.016 0.130
H -1.151 1.596 0.142 0.011 -0.046 0.021 0.109
H -2.419 3.439 1.528 0.099 0.094 -0.029 0.105
H -1.035 4.064 0.637 -0.057 0.039 -0.159 0.101
H -0.918 3.769 2.361 -0.289 -0.015 0.315 0.097
H 0.667 -1.019 -2.131 0.033 0.171 -0.068 0.091
H -0.283 -2.378 -2.133 0.787 0.047 -0.444 0.111
H 1.248 -2.376 -2.919 -0.141 0.014 -0.116 0.162
H 1.328 2.593 -0.307 0.114 -0.057 0.185 0.044
H 2.146 1.394 -0.848 -0.005 0.290 0.060 0.054
O 1.515 2.083 -1.126 0.313 -0.128 -0.023 -0.034
H 0.421 1.280 -1.751 -0.094 -0.168 -0.034 0.013
H -0.046 0.837 -3.165 -0.147 0.024 -0.118 0.092
O -0.146 0.581 -2.241 0.184 0.268 -0.335 -0.106
H 2.501 0.672 3.441 0.038 0.001 0.179 0.115
H 1.080 0.125 3.011 0.790 -0.172 0.398 0.039
O 1.877 0.582 2.711 1.888 0.381 0.949 -0.068
H -2.236 -1.763 -2.601 -0.118 -0.117 -0.060 0.024
H -2.274 -3.187 -2.057 -0.171 0.019 0.020 0.057
O -1.795 -2.631 -2.688 0.167 -0.082 0.107 -0.050
H -3.285 0.467 -2.234 -0.012 -0.088 0.052 0.087
H -1.782 0.188 -1.923 -0.018 0.186 0.040 0.011
O -2.687 -0.179 -1.842 -0.079 0.136 -0.092 -0.065
H 3.791 -0.265 0.331 0.140 0.087 0.200 0.083
H 2.504 0.038 1.182 0.382 -0.153 -0.045 0.026
O 2.830 -0.307 0.324 0.810 0.558 -0.205 -0.075
H -3.073 -1.526 -0.603 -0.240 -0.129 0.220 0.001
H -3.992 -2.404 0.293 -0.013 0.016 -0.012 0.053
O -3.195 -2.423 -0.244 0.245 0.044 -0.068 -0.064
H 0.394 3.315 1.770 1.082 0.030 0.075 -0.020
H 1.428 2.150 1.906 -0.015 0.736 -0.302 0.031
O 1.210 2.963 1.404 2.449 0.895 0.006 -0.089
```
Positions in Å, forces in eV/Å.


Record 2
ORCA calculation (wB97M-V/def2-TZVPD) on a 7-piece molecular cluster, C18H32N4O4S overall at a distorted geometry.

multiplicity = 1
highest occupied orbital energy = -9.7 eV
charge = 0
structure (SMILES) = O=S1(=O)CCCC1.CC(C)=O.CC(C)=O.CC#N.CC#N.CC#N.CC#N
LUMO = 0.48 eV
strongest force on any atom = 1.87 eV Å⁻¹
Kohn-Sham gap = 0.3739 Ha

XYZ file:
```
59
Properties=species:S:1:pos:R:3:forces:R:3:lowdin_charge:R:1
O 1.172 1.908 2.826 -0.063 -0.490 -0.278 -0.346
S 0.141 0.986 2.378 -0.531 0.167 -0.255 0.695
O -1.226 1.438 2.567 0.386 -0.487 0.034 -0.340
C 0.402 0.566 0.635 0.804 -1.587 -0.574 -0.225
C 1.159 -0.758 0.674 1.194 -1.268 0.587 -0.228
C 0.584 -1.648 1.794 -0.239 0.573 0.236 -0.221
C 0.480 -0.713 3.009 0.876 0.142 -0.052 -0.204
H 0.984 1.241 0.012 -0.237 0.634 0.493 0.107
H -0.480 0.247 0.083 -0.536 0.836 0.449 0.055
H 1.200 -1.270 -0.289 -0.517 0.216 -0.049 0.074
H 2.226 -0.705 0.926 -0.064 0.770 -0.030 0.122
H 1.304 -2.415 2.077 -0.085 -0.204 -0.220 0.115
H -0.360 -2.120 1.531 -0.136 0.179 0.040 0.067
H 1.490 -0.629 3.418 -0.016 0.338 -0.066 0.069
H -0.092 -1.061 3.866 -0.670 0.403 -0.299 0.109
C -1.120 -6.317 -1.153 0.724 -0.226 0.222 -0.023
C -0.774 -4.898 -1.548 -1.225 -0.601 0.426 -0.502
C -0.471 -3.924 -0.444 -0.159 0.537 -0.416 -0.038
O -0.960 -4.563 -2.690 0.507 0.462 -0.502 0.063
H -0.669 -7.053 -1.819 -0.111 0.171 -0.242 0.082
H -2.204 -6.381 -1.246 -0.025 -0.166 0.196 0.093
H -0.777 -6.562 -0.149 -0.305 0.062 0.112 0.075
H 0.570 -4.033 -0.140 0.021 0.154 0.122 0.097
H -1.122 -4.033 0.422 0.063 -0.462 0.021 0.088
H -0.695 -2.926 -0.830 0.412 0.036 0.054 0.068
C 0.554 4.676 -1.915 -0.295 -0.537 0.815 -0.007
C -0.343 3.846 -1.014 0.158 -0.141 -0.138 -0.468
C -0.410 4.128 0.475 -1.493 -0.070 -0.364 0.000
O -1.015 2.962 -1.510 0.171 0.303 0.169 0.029
H 0.081 4.584 -2.888 0.327 0.524 -0.228 0.078
H 1.547 4.222 -1.932 -0.007 -0.073 -0.078 0.092
H 0.671 5.674 -1.497 -0.113 0.172 -0.438 0.078
H -0.383 5.189 0.717 0.827 -0.038 0.026 0.085
H 0.233 3.472 1.054 0.440 0.375 0.078 0.059
H -1.429 3.858 0.767 0.101 -0.249 0.064 0.078
C 1.514 -2.415 -3.004 -0.948 0.566 -0.560 -0.096
C 2.671 -1.648 -2.599 0.337 -0.378 0.184 -0.297
N 3.562 -1.018 -2.244 0.104 0.108 0.009 0.130
H 1.601 -3.492 -3.092 0.453 -0.009 0.275 0.080
H 1.198 -2.040 -3.982 0.033 -0.102 0.025 0.086
H 0.689 -2.149 -2.340 0.096 -0.240 -0.037 0.017
C -3.067 1.265 -0.058 -1.288 -0.189 0.234 -0.064
C -2.915 -0.094 0.438 0.168 0.477 -0.169 -0.288
N -2.833 -1.142 0.886 0.127 -0.662 0.084 0.158
H -3.028 1.327 -1.140 0.399 -0.061 -0.017 0.065
H -2.392 1.950 0.435 0.250 -0.073 -0.071 0.037
H -4.093 1.529 0.227 0.127 0.235 -0.017 0.095
C -1.743 1.127 -4.516 0.125 -0.360 0.857 -0.043
C -1.069 0.467 -3.385 -0.079 0.004 -0.125 -0.238
N -0.502 -0.026 -2.517 -0.173 0.008 -0.071 0.191
H -1.659 0.490 -5.391 0.184 0.236 -0.186 0.083
H -1.273 2.103 -4.606 -0.085 0.022 -0.414 0.081
H -2.800 1.248 -4.290 0.011 0.080 0.060 0.083
C 2.730 3.103 5.483 0.029 -1.044 0.354 -0.061
C 2.474 1.655 5.538 -0.241 -0.143 -0.045 -0.279
N 2.283 0.521 5.535 0.118 0.316 0.158 0.139
H 3.267 3.253 4.550 -0.066 0.493 0.026 0.082
H 3.330 3.355 6.356 0.159 0.182 -0.174 0.079
H 1.790 3.642 5.545 -0.020 0.080 -0.298 0.083
```
Positions in Å, forces in eV/Å.


Record 3
ORCA calculation (wB97M-V/def2-TZVPD) on a 3-piece molecular cluster, C6H12ClN overall at a distorted geometry.

multiplicity = 1
highest occupied orbital energy = -9.0 eV
charge = 0
structure (SMILES) = C=C(C)C.CC#N.Cl
LUMO = 0.59 eV
strongest force on any atom = 4.07 eV Å⁻¹
Kohn-Sham gap = 0.3519 Ha

XYZ file:
```
20
Properties=species:S:1:pos:R:3:forces:R:3:lowdin_charge:R:1
C -1.707 -1.831 -2.293 -1.103 -1.646 -1.869 -0.016
C -0.914 -1.079 -1.528 -0.485 0.527 0.177 -0.396
C 0.491 -1.506 -1.102 -1.153 1.215 1.568 -0.083
C -1.397 0.225 -0.840 2.427 -1.360 -2.891 -0.055
H -2.814 -1.632 -2.629 2.304 0.136 1.027 0.084
H -1.349 -2.825 -2.790 -0.369 1.881 1.159 0.077
H 1.263 -0.733 -1.260 -0.496 -0.131 0.092 0.046
H 0.755 -2.358 -1.636 0.615 -1.648 -0.838 0.035
H 0.452 -1.741 0.007 0.229 0.308 -1.243 0.078
H -2.020 0.836 -1.417 -1.296 0.523 -0.989 0.056
H -0.503 0.788 -0.707 0.653 0.639 0.719 0.049
H -1.827 -0.069 0.026 -1.328 -0.463 3.040 0.037
C 0.316 2.135 3.091 3.328 -2.291 0.472 -0.050
C 0.448 0.741 2.507 -0.552 2.125 1.644 -0.272
N 0.589 -0.340 2.182 0.137 -1.135 -0.561 0.141
H 1.402 2.312 3.551 -2.376 0.270 -1.338 0.133
H -0.365 2.180 3.911 -0.618 -0.235 0.367 0.057
H -0.001 2.730 2.278 0.086 1.263 -0.549 0.049
Cl 3.156 1.493 -0.437 0.126 -0.085 -0.069 0.266
H 4.025 0.674 -0.914 -0.131 0.107 0.082 -0.237
```
Positions in Å, forces in eV/Å.


Record 4
ORCA calculation (wB97M-V/def2-TZVPD) on C23H29N7O3SZr as an isolated structure at a distorted geometry.

multiplicity = 1
highest occupied orbital energy = -19.0 eV
charge = +4
LUMO = -14.51 eV
strongest force on any atom = 1.23 eV Å⁻¹
Kohn-Sham gap = 0.1656 Ha

XYZ file:
```
64
Properties=species:S:1:pos:R:3:forces:R:3:lowdin_charge:R:1
Zr 0.052 0.224 0.854 -0.958 -0.391 -0.489 1.842
C -4.104 2.749 1.967 -0.042 -0.008 0.005 -0.011
C -3.451 1.382 1.666 0.012 -0.047 0.001 -0.355
C -4.121 0.284 2.486 -0.005 0.044 0.033 -0.051
C -1.967 1.526 1.922 -0.237 0.257 0.148 -0.239
C -1.215 2.453 1.171 -0.143 0.126 0.210 -0.045
C 0.109 2.761 1.503 -0.138 0.090 0.146 -0.040
C 0.767 2.111 2.563 0.055 0.177 0.170 -0.294
C 2.175 2.472 2.946 -0.011 -0.015 -0.014 0.019
C 0.021 1.175 3.306 -0.132 0.274 0.120 -0.038
C -1.308 0.880 2.989 -0.081 0.273 0.120 -0.037
H -5.184 2.650 1.872 0.005 0.013 -0.011 0.109
H -3.785 3.532 1.279 0.013 -0.019 0.019 0.091
H -3.885 3.067 2.989 -0.018 -0.014 -0.012 0.109
H -3.582 1.180 0.597 0.001 -0.018 -0.046 0.153
H -4.204 0.570 3.537 0.019 -0.014 -0.014 0.109
H -3.600 -0.675 2.437 -0.005 0.015 -0.022 0.051
H -5.136 0.134 2.122 -0.001 0.012 0.018 0.106
H -1.711 3.017 0.390 0.062 -0.099 -0.171 0.159
H 0.617 3.556 0.972 0.091 -0.120 -0.176 0.158
H 2.911 1.813 2.476 -0.011 -0.002 -0.006 0.090
H 2.311 2.397 4.024 -0.008 0.000 0.000 0.116
H 2.410 3.488 2.635 -0.005 0.004 0.008 0.114
H 0.469 0.719 4.180 0.064 -0.150 -0.058 0.160
H -1.869 0.216 3.633 0.041 -0.167 -0.068 0.144
N 2.115 1.082 -7.100 -0.025 -0.010 0.067 0.243
C 1.855 0.893 -5.826 0.030 0.014 -0.174 -0.224
C 1.151 -0.286 -5.402 -0.013 -0.049 -0.107 0.032
C 0.850 -0.478 -4.103 0.037 0.103 -0.113 -0.016
C 1.247 0.520 -3.156 0.134 0.079 -0.240 -0.372
C 1.980 1.688 -3.545 0.030 -0.102 -0.192 -0.018
C 2.267 1.861 -4.852 0.037 0.064 -0.013 0.030
S 0.868 0.330 -1.607 -0.165 0.477 -0.273 0.754
O -0.554 0.021 -1.262 0.193 -0.150 0.045 -0.373
O 1.216 1.463 -0.688 0.108 -0.119 -0.121 -0.367
N 1.515 -0.888 -0.600 0.130 0.458 0.496 -0.085
C 2.813 -1.014 -0.446 -0.209 -0.360 0.254 -0.313
N 3.714 -0.883 -1.403 0.206 -0.014 -0.085 0.194
C 4.956 -1.265 -1.198 -0.072 0.035 -0.011 0.047
C 5.413 -1.882 0.015 0.123 0.045 -0.261 0.056
C 4.580 -1.896 1.055 -0.283 0.080 0.029 0.070
N 3.270 -1.373 0.876 0.270 -0.217 0.097 0.052
H 1.823 0.421 -7.806 0.006 -0.002 -0.013 0.154
H 2.596 1.909 -7.427 0.007 0.001 -0.009 0.155
H 0.848 -1.017 -6.141 0.016 0.023 -0.021 0.143
H 0.301 -1.362 -3.800 0.010 0.034 0.051 0.137
H 2.280 2.431 -2.818 -0.026 -0.044 0.035 0.131
H 2.800 2.747 -5.175 -0.011 -0.016 -0.025 0.143
H 5.654 -1.082 -2.009 0.010 -0.019 0.019 0.158
H 6.422 -2.260 0.112 0.010 0.005 -0.056 0.154
H 4.808 -2.238 2.056 -0.081 0.002 0.028 0.165
C -2.398 -4.706 1.349 -0.066 0.108 -0.040 0.054
N -2.837 -3.313 1.026 0.016 -0.025 0.062 -0.116
C -4.297 -3.073 0.804 0.106 -0.054 -0.004 0.046
C -2.011 -2.350 1.042 -0.083 -0.098 -0.026 -0.167
N -1.244 -1.457 1.055 0.007 0.057 0.077 0.072
H -2.793 -4.979 2.325 -0.023 0.005 0.012 0.117
H -1.313 -4.760 1.354 0.009 0.025 0.001 0.103
H -2.799 -5.363 0.582 0.003 -0.010 -0.020 0.114
H -4.822 -3.176 1.750 0.009 -0.017 0.026 0.116
H -4.643 -3.824 0.100 -0.004 -0.003 -0.021 0.115
H -4.448 -2.082 0.386 0.019 0.011 0.007 0.098
O 1.494 -0.751 1.954 0.786 -0.242 0.918 -0.176
N 2.599 -1.287 2.007 0.180 -0.295 -0.309 0.154
```
Positions in Å, forces in eV/Å.


In kJ/mol, the energy relative to the best compared isomer or geometry (same formula, charge and spin) values for the records above are, in order, 248.3 381.4 213.7 33.7.